# C43H95BrFN5O3

A 5-piece molecular cluster, C43H95BrFN5O3 overall in a non-equilibrium geometry (ωB97M-V/def2-TZVPD, OMol25).

```
148
Properties=species:S:1:pos:R:3:forces:R:3
Br -0.7166 -0.3750 -1.3783 0.00 -0.08 -0.08
F -4.7128 3.7026 -0.9145 0.09 0.03 0.00
O -3.5816 0.9714 -2.3861 0.15 0.36 -1.30
O -5.2003 -2.9292 2.4216 -0.04 0.15 0.13
O -5.8001 -0.5171 1.1102 -0.01 0.01 0.28
N 8.0498 -3.1112 -3.6750 -0.05 0.08 -0.04
N -4.4699 -0.3174 -0.7466 -0.34 -0.23 0.27
N -5.1055 -4.5124 -3.7282 -0.03 0.00 -0.09
N 1.5324 5.1745 2.4761 0.01 0.00 -0.09
N 5.4766 -0.3180 2.1735 0.01 0.08 -0.03
C 7.2752 -0.8102 -3.2112 0.05 0.04 0.01
C -1.4316 0.6068 0.1637 -0.24 -0.15 0.23
C -3.4311 -5.4062 -5.4437 -0.01 -0.01 0.01
C -4.2345 0.5835 3.6529 0.13 -0.10 0.02
C -3.3356 1.1604 2.5290 0.05 0.06 -0.15
C 3.2372 7.0197 1.9959 0.00 -0.01 0.01
C 4.5365 -0.6607 1.1163 0.01 -0.03 -0.01
C -4.3907 -3.5929 -2.8595 0.00 0.00 0.08
C 4.9419 -0.3389 -0.3256 -0.06 -0.07 -0.01
C 0.4905 5.7362 3.3173 0.00 -0.01 0.05
C -3.8765 1.0559 1.0723 0.40 0.17 0.20
C -4.8179 -3.9067 3.3872 -0.07 -0.17 -0.14
C 8.7760 -4.2307 -5.8593 0.01 0.00 0.01
C -4.3417 -5.6426 -4.2330 0.05 0.00 0.02
C 2.8775 5.6929 2.6735 0.00 0.03 0.05
C -5.4449 4.6152 1.1159 -0.13 -0.03 0.00
C -2.8249 1.2223 -0.0968 0.01 -0.04 0.33
C -5.6254 2.5500 4.6721 0.02 0.03 0.08
C 4.7296 2.0357 2.2613 0.03 0.04 0.04
C 9.0059 -3.9551 -4.3691 0.01 -0.04 0.02
C -0.0014 7.1542 3.0074 0.00 -0.01 0.01
C -2.8519 2.5627 2.9138 0.02 0.06 -0.06
C 1.1299 4.9895 1.0928 -0.03 -0.02 0.04
C -5.9577 -3.8484 -4.7000 0.01 0.01 0.02
C 8.0183 -1.7402 -4.1565 0.00 -0.04 0.00
C 5.9029 1.0711 2.2042 -0.02 -0.06 -0.01
C 0.3769 1.2306 1.8844 0.01 -0.08 0.15
C -4.4512 -2.8775 1.2090 0.04 -0.04 -0.05
C -6.9487 -4.7945 -5.3603 -0.02 0.02 0.02
C -5.6063 1.1560 4.0351 -0.11 -0.01 -0.11
C -3.6058 -1.6082 1.1234 -0.01 0.00 0.04
C -4.4563 -0.3748 0.7050 -0.05 0.14 0.14
C 6.5519 -1.2662 2.4078 -0.01 -0.05 0.00
C 2.0659 4.0695 0.3256 -0.05 0.00 -0.09
C -3.6303 0.6245 -1.2465 0.07 -0.10 0.47
C 7.6817 -1.3470 1.3744 -0.01 0.00 0.01
C -0.3979 1.6343 0.6297 0.31 0.13 -0.08
C -3.3599 -2.6473 -3.4800 -0.01 -0.01 0.00
C -4.9930 2.1049 0.8112 -0.27 -0.16 -0.11
C 6.7537 -3.7051 -3.3858 0.00 -0.06 0.00
C -4.5872 3.5473 0.4802 0.17 -0.16 -0.15
C 5.7067 -3.7177 -4.5055 0.01 0.00 0.02
C -4.1128 -3.3226 4.6006 -0.01 0.10 0.00
H 5.0886 3.0522 2.4291 0.01 0.00 0.00
H 2.7456 7.8738 2.4594 -0.02 -0.01 -0.01
H -0.3651 5.0539 3.2608 0.00 0.00 -0.01
H -1.5107 -0.1882 0.9005 0.02 0.08 -0.02
H 0.3177 1.8004 -0.1775 -0.12 0.12 0.03
H 6.9872 -1.0182 3.3807 0.01 0.01 -0.01
H -4.3878 -0.4752 3.4499 0.00 -0.15 0.01
H -0.8994 7.3663 3.5908 0.00 0.01 0.00
H -5.7374 -4.4155 3.6936 0.09 0.02 0.01
H 4.0801 -0.4645 -0.9850 0.00 0.00 0.00
H -5.8466 3.3377 3.9506 0.09 -0.02 -0.03
H -5.3272 4.6160 2.2000 -0.01 -0.01 -0.01
H -5.0451 -6.4405 -4.4839 -0.02 0.01 -0.01
H -4.6694 2.7901 5.1451 -0.08 -0.03 0.01
H -6.5084 -3.0757 -4.1555 -0.01 0.00 -0.02
H -5.8382 -1.0424 1.9267 0.00 0.00 -0.23
H -5.7081 2.0970 1.6333 0.14 0.04 -0.03
H -6.4563 -5.5111 -6.0188 0.01 0.00 0.00
H 3.0292 5.7786 3.7525 0.03 0.01 -0.01
H 6.0972 -2.2546 2.5180 0.01 0.00 0.01
H 7.3564 -1.8073 0.4418 -0.01 0.01 0.00
H -6.3943 2.6092 5.4460 0.03 0.01 -0.08
H 5.2859 0.6915 -0.4311 -0.01 0.01 0.01
H -2.0770 2.9299 2.2381 -0.10 -0.01 0.09
H -7.6561 -4.2273 -5.9663 0.00 0.00 0.00
H 0.7406 7.9110 3.2593 0.01 -0.01 -0.01
H -0.2587 7.2689 1.9535 -0.01 -0.01 0.00
H -2.4626 -3.1737 -3.8054 -0.01 -0.01 0.00
H 1.2140 0.5680 1.6463 -0.11 -0.01 -0.03
H 7.4003 0.2271 -3.5247 0.01 -0.01 -0.01
H -3.6251 0.6124 4.5680 0.01 -0.02 -0.12
H 4.0490 1.7714 3.0725 0.00 0.00 0.00
H -0.8971 2.5934 0.7851 0.02 -0.12 -0.01
H -2.4409 0.5266 2.5539 -0.08 0.01 0.11
H -3.9080 -4.1917 -2.0801 0.00 0.02 0.01
H 9.6585 -4.7138 -6.2829 0.00 -0.01 0.00
H -5.1693 -2.8950 0.3863 0.03 -0.06 -0.03
H 0.8467 5.6959 4.3503 -0.02 0.00 0.00
H 2.9705 7.0133 0.9377 0.02 -0.01 -0.01
H 4.7359 -4.0026 -4.0959 0.00 -0.01 -0.01
H -3.0582 -1.9022 -2.7426 0.02 0.02 -0.02
H 7.9261 -4.8906 -6.0297 -0.01 0.01 0.01
H -2.4203 2.5381 3.9186 -0.03 -0.01 -0.06
H -4.8112 -2.7974 5.2566 0.05 0.02 -0.10
H -3.0939 -1.4638 2.0736 -0.03 0.01 0.10
H 1.6266 3.8192 -0.6413 0.01 0.01 -0.01
H -5.1519 -2.9876 -2.3543 0.00 0.01 0.01
H -3.7469 -6.0209 -3.3973 0.01 -0.02 -0.02
H 0.1330 4.5389 1.1244 -0.01 0.00 -0.05
H -3.6385 -4.1193 5.1795 -0.09 0.02 -0.02
H 8.0860 -0.3603 1.1431 0.00 0.00 0.00
H -3.0811 -6.3649 -5.8313 0.01 0.00 0.01
H -4.1834 -4.6570 2.9014 -0.02 0.07 0.04
H 3.5826 4.9313 2.3322 -0.01 -0.01 -0.02
H -5.3912 -3.3216 -5.4842 0.02 -0.01 0.01
H 2.2244 3.1465 0.8829 0.04 0.00 -0.01
H 9.9878 -3.4866 -4.2505 0.00 0.01 -0.01
H -3.6590 3.2962 2.9252 0.03 -0.08 0.03
H 3.5890 -0.1578 1.3281 0.01 0.02 0.02
H -3.3323 -2.6216 4.3012 0.02 -0.03 -0.03
H -3.7684 -2.1076 -4.3355 -0.01 0.01 0.01
H 6.9421 -4.7276 -3.0486 -0.03 0.00 0.00
H 7.6637 -0.9126 -2.1964 0.00 0.01 0.00
H -3.8305 -3.7749 1.1199 0.06 0.13 0.03
H 8.6063 -3.3084 -6.4167 0.01 0.00 0.00
H -5.5550 1.7712 -0.0663 -0.09 0.11 0.14
H 7.5834 -1.6432 -5.1644 0.00 -0.03 0.00
H 6.2047 -1.0168 -3.1910 -0.01 0.00 0.00
H 1.0154 5.9328 0.5357 0.02 0.02 0.04
H -6.0240 0.4468 4.7590 0.07 0.04 -0.06
H -2.5562 -4.8069 -5.1974 -0.02 0.02 0.00
H 5.7316 -0.9942 -0.6879 0.03 0.03 0.01
H 3.0368 4.5258 0.1277 0.01 0.03 0.06
H -3.5306 3.7342 0.6853 -0.09 0.04 0.08
H -3.9641 -4.9021 -6.2515 -0.01 -0.02 -0.01
H -5.3147 -0.5627 -1.2424 0.12 -0.08 -0.04
H -5.1610 5.5980 0.7361 -0.01 -0.07 0.01
H -2.6585 2.2616 -0.3766 -0.08 -0.02 0.02
H 9.0588 -1.4147 -4.2423 -0.01 0.03 0.00
H 8.4986 -1.9529 1.7707 0.00 0.00 -0.01
H 6.3267 -3.1818 -2.5260 0.01 0.02 0.00
H 4.1662 2.0405 1.3280 -0.01 0.00 0.00
H -0.2617 0.7032 2.6012 0.04 0.09 -0.04
H 4.3147 7.1821 2.0594 0.00 0.01 0.01
H 5.9516 -4.4221 -5.2991 0.02 0.02 -0.01
H -6.4974 4.4384 0.8780 0.07 0.02 0.04
H 4.3321 -1.7304 1.2088 -0.01 0.00 -0.03
H 9.0529 -4.9062 -3.8315 0.02 0.00 -0.01
H -2.8353 -1.7580 0.3605 -0.11 0.04 0.06
H 6.5431 1.3469 1.3503 0.00 -0.02 0.00
H 5.5929 -2.7308 -4.9572 -0.01 0.01 0.01
H 6.5206 1.1918 3.0985 -0.01 0.02 0.00
H -6.2853 1.1240 3.1799 0.00 -0.05 0.10
H 0.7889 2.1043 2.3976 -0.02 -0.02 -0.08
H -7.5057 -5.3509 -4.6051 0.00 0.00 0.00
```
Positions in Å, forces in eV/Å.

Calculated values
orbital gap	8.49	eV
SMILES	CCC[C@H](C)[C@@]1(C[C@H](C)F)[C@@H]([C@@H](Br)CC)C(=O)N[C@@]1(O)CCOCC.CCN(CC)CC.CCN(CC)CC.CCN(CC)CC.CCN(CC)CC

# C4H4O2

C4H4O2 as an isolated structure (ωB97M-V/def2-TZVPD, OMol25).

```
10
Properties=species:S:1:pos:R:3:forces:R:3
O -0.6153 -0.3422 -1.3320 -0.03 -0.04 0.04
O -0.9462 1.6111 0.3293 -0.01 -0.02 -0.18
C 1.1079 0.1676 0.5368 0.13 0.00 -0.34
C -0.4070 -0.6937 -0.0658 -0.45 -0.22 0.01
C -0.3496 0.5000 0.8725 -0.10 -0.14 0.24
C 1.1032 -0.3988 -0.6410 0.55 -0.03 0.26
H -0.5935 0.3942 1.9262 0.05 0.00 -0.15
H 1.6510 -0.9998 -1.3487 -0.20 0.14 0.07
H -0.5836 -1.7111 0.2904 0.07 0.19 -0.05
H -1.0433 1.3960 -0.6222 -0.01 0.12 0.10
```
Positions in Å, forces in eV/Å.

Calculated values
energy relative to the best compared isomer or geometry (same formula, charge and spin)	115.4	kcal/mol
orbital gap	9.60	eV

# C18H21NO

A 2-piece molecular cluster, C18H21NO overall in a non-equilibrium geometry (ωB97M-V/def2-TZVPD, OMol25).

```
41
Properties=species:S:1:pos:R:3:forces:R:3
O -5.2570 -2.1812 2.4354 -0.02 0.45 0.03
N 0.8974 2.5059 0.8556 -0.19 0.33 -0.29
C -2.1925 -0.6978 1.0163 -1.17 -0.49 1.01
C -1.4040 -1.8308 1.1141 2.39 0.17 -0.44
C -1.8527 -3.0508 1.6010 -1.39 0.82 0.31
C 1.5386 1.2481 -0.8778 0.23 0.85 -1.04
C 1.0380 3.8666 -3.1861 0.87 -0.67 -1.15
C 0.2990 2.5942 -2.7750 -0.09 -0.94 -1.02
C 0.7930 -2.7615 0.0295 -0.97 -0.72 1.09
C 0.1372 2.8616 -0.2454 0.38 0.54 0.38
C 1.8325 1.5906 0.4457 -0.29 -1.21 1.08
C 2.9545 -0.6222 -0.7332 0.53 0.09 0.26
C -3.5142 -0.7900 1.4682 0.24 0.34 0.02
C 2.0386 0.0775 -1.4725 0.29 0.93 0.42
C -3.9614 -1.9782 2.0038 -1.05 -1.02 -0.22
C 2.7493 0.8419 1.1897 0.58 -0.35 0.11
C 0.6077 2.2453 -1.3590 -1.13 -0.52 0.36
C -3.1728 -3.1191 2.0413 1.20 -0.38 -0.09
C 0.0900 -1.6368 0.8274 -0.16 -0.80 -1.41
C 3.3722 -0.2064 0.5525 -0.69 -0.53 -0.75
H 3.0010 0.9594 2.2343 -0.27 0.56 0.09
H -4.1819 0.0675 1.4584 0.08 -0.02 -0.06
H 0.4356 -2.7811 -0.9991 0.00 -0.13 -0.02
H 0.5602 -3.7103 0.5296 0.06 -0.13 -0.43
H -0.6628 3.5679 -0.1145 0.02 0.27 -0.16
H -0.7548 2.6373 -3.0624 -0.18 0.34 0.61
H 2.0987 3.7450 -2.9417 -0.22 0.51 1.00
H 0.7472 2.8622 1.7812 0.19 -0.10 0.01
H 1.6589 -0.2120 -2.4408 0.21 -0.21 -0.11
H -1.7960 0.2819 0.7753 0.17 -0.23 -0.38
H 3.3664 -1.5535 -1.0581 0.16 -0.33 -0.53
H -5.7926 -1.3954 2.2696 0.17 -0.08 0.04
H 4.0701 -0.8761 1.0416 0.03 0.34 0.29
H 0.6068 1.7403 -3.3931 0.39 0.20 -0.01
H 1.8698 -2.6851 0.0382 0.11 0.24 0.02
H 1.2090 3.9894 -4.2665 -1.00 -0.12 -0.06
H -1.2130 -3.9122 1.7178 0.13 0.03 -0.18
H -3.5050 -4.0765 2.4262 -0.49 0.30 0.08
H 0.5277 4.7426 -2.8086 0.42 0.28 0.31
H 0.6120 -1.5251 1.7763 0.13 0.60 -0.12
H 0.1494 -0.8229 0.1050 0.32 0.76 0.92
```
Positions in Å, forces in eV/Å.

Calculated values
energy relative to the best compared isomer or geometry (same formula, charge and spin)	45.7	kcal/mol
orbital gap	8.63	eV
SMILES	CCc1c[nH]c2ccccc12.CCc1ccc(O)cc1

# H17NO7

A 8-piece molecular cluster, H17NO7 overall in a non-equilibrium geometry (ωB97M-V/def2-TZVPD, OMol25).

```
25
Properties=species:S:1:pos:R:3:forces:R:3
O 0.2995 -4.3106 0.1081 2.46 1.16 1.54
O 1.8821 1.4512 -0.3700 2.23 -0.24 3.31
O -0.0108 1.4491 -2.2779 0.12 1.01 0.79
O 1.1675 -1.7795 1.7222 0.90 -0.72 -0.66
O -1.6962 -0.0196 1.5179 -1.14 -5.65 1.11
O 1.2867 3.3668 1.3989 0.66 0.56 1.18
O -1.3838 2.4819 0.7623 1.46 -0.76 -0.84
N -1.1084 -1.1689 -1.8226 0.62 -0.61 0.47
H 0.4689 -1.1722 1.9167 -0.99 0.56 0.16
H -2.5500 -0.0484 1.9726 0.60 0.66 -0.32
H -1.0493 2.1049 -0.1051 -0.47 1.01 1.30
H 0.8920 -2.2557 0.9219 -0.13 0.21 0.40
H 1.4660 1.6145 -1.1641 -1.82 0.04 -2.96
H -0.2157 -5.0586 -0.1350 -0.25 -1.16 0.06
H 0.1018 1.3086 -3.2011 0.11 -0.06 -1.15
H -1.3095 -1.4493 -0.8410 0.19 0.18 -1.08
H -0.4136 0.6377 -1.9574 -0.34 -1.00 0.12
H 1.8893 3.5950 2.1405 -0.70 -0.19 -0.75
H 1.0643 -4.5516 0.7384 -2.16 0.07 -1.59
H 1.8331 2.8675 0.7740 -0.16 -0.35 -0.12
H 1.8091 0.5340 -0.0949 -0.15 -0.01 -0.28
H -1.3955 0.8024 1.3138 0.37 4.34 -0.65
H -0.4944 -1.8707 -2.2856 -0.82 0.65 0.70
H -0.5559 2.5755 1.3038 -0.56 0.46 -0.80
H -1.9772 -1.1039 -2.3366 -0.06 -0.18 0.08
```
Positions in Å, forces in eV/Å.

Calculated values
energy relative to the best compared isomer or geometry (same formula, charge and spin)	18.6	kcal/mol
orbital gap	11.23	eV
SMILES	N.O.O.O.O.O.O.O